(1)
# C13H11ClN2O5S

The molecule C13H11ClN2O5S at a distorted geometry (ωB97M-V with the def2-TZVPD basis set, OMol25).

Properties
- relative energy (zero: lowest compared OMol25 entry of this formula, charge and spin) (kJ/mol) = 1140.6
- SMILES = O=C1COc2cc(S(=O)(=O)NCc3ccco3)c(Cl)cc2N1
- E_HOMO (eV) = -8.1
- total charge = 0

Last column: Löwdin charge in e.
CARTESIAN COORDINATES (ANGSTROEM)
Cl -0.41600 2.03926 -1.02535  0.859
S -1.35487 -0.55071 0.47329  0.552
O 6.16839 1.22258 1.96162  0.005
O -2.33989 0.65941 0.42498  -0.381
O 3.27876 -0.75790 2.35149  0.053
O -1.63581 -1.18054 1.63754  -0.252
O -3.38477 0.27723 -2.58197  0.068
N 4.05987 1.31404 0.96044  0.123
N -1.23665 -1.42565 -0.70352  -0.157
C 2.04967 1.78237 -0.13781  0.045
C 0.71456 1.40276 -0.02325  -0.740
C 2.83861 1.04908 0.83747  -0.176
C 0.28829 0.38647 0.75040  -0.227
C -5.35874 -0.59465 -1.90441  -0.035
C -3.03214 -0.73323 -2.17366  -0.504
C -4.80684 0.70796 -2.25555  0.069
C -1.68313 -1.00472 -1.93127  -0.245
C 1.19480 -0.59024 1.42028  0.070
C 4.44829 -0.22410 3.02901  0.113
C -4.19451 -1.38091 -1.59602  -0.028
C 4.94302 0.86814 1.81775  -0.305
C 2.52499 -0.15069 1.58729  -0.309
H -1.74209 -2.54582 -0.53201  0.289
H 0.72963 -1.41778 2.09592  0.153
H -4.31481 -2.57663 -1.41961  0.141
H 5.21518 -0.75474 2.98686  0.047
H -5.31324 1.54235 -2.73521  0.098
H 4.27702 0.38520 3.79041  0.092
H -1.12653 -0.07383 -2.26134  0.125
H -1.36600 -1.71117 -2.69226  0.145
H 2.39606 2.54459 -0.56533  0.038
H 4.51937 2.10440 0.38603  0.232
H -6.34046 -0.61254 -1.97219  0.043

(2)
# C13H11F4IrN2OS4

A structure of composition C13H11F4IrN2OS4 at a distorted geometry (ωB97M-V with the def2-TZVPD basis set, OMol25).

Properties
- relative energy (zero: lowest compared OMol25 entry of this formula, charge and spin) (kJ/mol) = 171.8
- multiplicity = 2
- E_HOMO (spin up / spin down) (eV) = -11.0 / -10.9
- total charge = +1

Last column: Löwdin spin population.
CARTESIAN COORDINATES (ANGSTROEM)
Ir -1.10878 -0.15277 -0.83724  0.085
S -1.06828 -0.15347 -3.24224  0.185
S 1.41662 -0.59867 -0.94084  0.155
S 1.10842 -0.07907 -5.21474  0.035
S 3.26832 -0.37527 -3.19874  0.057
F 1.13832 -0.60037 3.51466  0.003
F -0.86638 -4.95197 0.92406  -0.001
F -1.60888 -2.43187 0.10976  0.023
F 1.84712 -3.06437 4.24876  -0.001
O 3.69352 -0.02137 -5.77344  0.050
N -0.74668 -0.25987 1.32856  0.045
N -1.03638 2.10073 -0.21264  -0.028
C 0.46802 -4.05757 2.63386  0.013
C 2.88362 -0.13717 -4.92194  0.013
C -0.33318 -1.43027 1.82396  0.002
C -0.80098 -2.61807 1.18896  0.012
C 0.19452 2.74483 -0.66974  -0.002
C -0.41428 -3.88437 1.57136  -0.001
C 0.58412 -1.64707 2.89006  0.009
C 0.96712 -2.92657 3.26376  -0.001
C 0.61142 -0.22317 -3.55224  0.149
C -0.35368 0.99543 1.90826  0.004
C -1.15528 2.12163 1.25116  0.002
C -2.21918 2.67093 -0.85844  -0.002
C 1.62352 -0.39267 -2.61494  0.191
H -0.53548 1.01553 2.98846  0.001
H 1.06312 2.26733 -0.21604  0.002
H -2.05918 2.72293 -1.93194  0.002
H 0.72452 1.14893 1.75956  0.002
H -2.43118 3.67863 -0.49144  -0.001
H 0.20352 3.81053 -0.42064  -0.002
H -0.81568 3.08343 1.64856  0.000
H 0.77772 -5.04447 2.94206  0.001
H 0.27692 2.65273 -1.75034  0.000
H -2.20568 1.99343 1.52076  0.000
H -3.09138 2.04333 -0.66894  -0.001

(3)
# C13H11F6N5O5PdS4

A structure of composition C13H11F6N5O5PdS4 (ωB97M-V with the def2-TZVPD basis set, OMol25).

Properties
- relative energy (zero: lowest compared OMol25 entry of this formula, charge and spin) (kJ/mol) = 0.0
- E_HOMO (eV) = -8.4
- total charge = 0

Last column: Löwdin charge in e.
CARTESIAN COORDINATES (ANGSTROEM)
Pd -0.68379 0.09287 -0.82099  0.790
S 2.66156 -0.55104 -0.06027  0.593
S 0.96437 0.74079 1.77083  0.608
S -1.07978 -0.13372 -3.06474  0.615
S -0.80388 -3.27472 -3.39909  1.073
F 5.09402 0.37869 0.28679  0.144
F 4.45238 -1.05411 1.77914  0.145
F 2.41608 0.44026 3.91035  0.151
F 4.97198 -1.72465 -0.21474  0.150
F 0.31989 -0.04229 4.17259  0.157
F 1.62302 -1.41253 3.11746  0.150
O -0.17506 -0.03532 1.27077  -0.386
O 0.72458 2.10032 2.14546  -0.250
O 2.02153 -1.80227 0.20363  -0.263
O -2.47727 2.41892 0.53801  0.097
O 2.75504 -0.09503 -1.42382  -0.302
N -0.85853 -1.87633 -1.25511  -0.139
N 1.53585 2.51575 -1.70084  0.238
N 2.23680 0.65626 0.88008  -0.286
N 0.34401 4.15887 -0.52840  -0.082
N -0.54368 2.10858 -0.68603  0.000
C -0.29673 -5.85800 -0.30859  -0.083
C 1.35688 -0.13204 3.34695  -0.683
C -0.61198 -4.09065 -1.86287  -0.450
C 1.41134 5.13312 -0.47050  -0.018
C -0.64928 -3.17041 -0.81122  -0.297
C 0.48670 2.90668 -0.98859  -0.409
C -0.94632 -1.78179 -2.55315  -1.083
C -0.50356 -3.58768 0.50633  -0.012
C -0.43987 -5.44829 -1.62079  -0.086
C -1.44315 2.83112 0.09147  -0.477
C 4.40889 -0.74462 0.48616  -0.686
C -0.32665 -4.93548 0.74273  -0.067
C -0.85413 4.22074 0.28816  -0.029
H 0.99570 6.07936 -0.13387  0.096
H -0.20365 -5.28538 1.75888  0.107
H 1.71254 1.52142 -1.82206  0.061
H -0.15510 -6.90851 -0.09316  0.104
H 2.19844 4.83037 0.22540  0.103
H -0.51183 -2.85895 1.30508  0.112
H -0.61774 4.35973 1.34486  0.139
H -1.54718 4.99246 -0.04626  0.141
H 1.83779 5.29760 -1.46080  0.092
H 2.34755 3.10798 -1.73305  0.114
H -0.41307 -6.16193 -2.43314  0.109

(4)
# C13H11FN2O2S

The molecule C13H11FN2O2S at a distorted geometry (ωB97M-V with the def2-TZVPD basis set, OMol25).

Properties
- relative energy (zero: lowest compared OMol25 entry of this formula, charge and spin) (kJ/mol) = 185.6
- SMILES = COC(=O)Cn1c2ccc(F)cc2c2nc(C)sc21
- E_HOMO (eV) = -8.3
- total charge = 0

Last column: Löwdin charge in e.
CARTESIAN COORDINATES (ANGSTROEM)
S -1.98823 1.43333 0.39169  1.074
F 2.58984 -3.55705 2.99809  0.030
O 0.27020 1.99664 -2.60936  -0.060
O 1.37690 0.30585 -3.59662  0.153
N 0.16181 -0.23508 -0.59721  -0.007
N -1.52397 0.31287 2.60166  0.099
C 0.83615 -1.18912 0.13470  -0.152
C -0.77017 0.23892 0.34151  -0.485
C 0.89933 2.97237 -3.52593  -0.016
C -0.63175 -0.21457 1.59430  -0.230
C -0.12104 -0.35185 -2.00447  -0.045
C 2.07366 -2.70340 2.07204  -0.249
C 0.65233 0.66216 -2.75682  -0.486
C -2.37071 1.16519 2.08624  -0.629
C 1.95389 -2.04591 -0.24903  0.028
C 0.40051 -1.18797 1.45260  -0.149
C 0.95725 -1.94182 2.46105  0.064
C -3.60934 1.53481 2.79144  -0.089
C 2.52233 -2.82081 0.74932  -0.018
H 1.12239 3.92291 -3.04460  0.089
H 3.23059 -3.42295 0.34801  0.078
H -1.20687 -0.13191 -2.19249  0.155
H -4.50822 1.12852 2.22977  0.101
H -3.59908 1.16050 3.76516  0.053
H -3.89490 2.63550 2.83367  0.098
H 0.64047 -1.94509 3.57455  0.165
H 2.36560 -2.12954 -1.25376  0.112
H 0.19458 3.03956 -4.35541  0.099
H 1.88429 2.70488 -3.80264  0.068
H 0.09216 -1.33696 -2.43747  0.148